71
Properties=species:S:1:pos:R:3:forces:R:3:mulliken_charge:R:1 method="wB97M-V/def2-TZVPD" e_homo_ev=-4.00 homo_lumo_gap_ev=6.08 total_charge=-1 total_energy_ev=-131497.798
K -0.248211 0.873389 1.013426 0.38 -0.63 0.51 0.616
C -1.987426 4.125228 5.503373 0.13 0.06 -0.04 -0.831
S -0.215039 4.013798 5.200023 0.06 -0.03 -0.09 -0.142
C -0.118722 3.339291 3.529930 -0.26 0.30 -0.33 0.499
S -1.463261 3.284810 2.504639 0.10 -0.27 0.11 -0.582
N 1.128247 3.107764 3.239338 0.60 0.42 0.78 -1.126
N 1.602910 2.171931 2.453310 -0.23 -0.13 -0.24 0.304
C 2.623253 2.418694 1.704924 -0.02 0.13 0.09 -0.469
C 3.361620 1.332057 1.071176 -0.01 -0.03 -0.17 0.831
C 4.320823 1.643302 0.095813 0.05 0.04 0.00 -0.371
C 5.070098 0.632810 -0.473813 0.01 0.04 -0.04 -0.606
C 4.849773 -0.676014 -0.069683 -0.01 0.01 0.03 -0.588
C 3.869819 -0.893131 0.889196 0.01 -0.05 -0.03 -0.304
N 3.137506 0.063069 1.446882 -0.07 0.07 -0.02 -0.490
H -2.156826 4.970303 6.169057 0.00 0.00 0.03 0.319
H -2.353939 3.208857 5.961277 -0.06 0.01 -0.04 0.239
H -2.487602 4.290959 4.549874 -0.03 -0.01 0.04 0.289
H 2.995710 3.431221 1.548250 0.01 0.03 0.19 0.298
H 4.473483 2.677203 -0.190006 -0.02 0.00 0.01 0.360
H 5.810730 0.859708 -1.232083 0.01 0.00 0.02 0.368
H 5.413017 -1.501289 -0.482792 -0.02 -0.02 0.00 0.408
H 3.665649 -1.900768 1.229838 -0.01 -0.03 -0.02 0.655
C 0.286572 -3.612773 2.447470 -0.16 0.08 -0.09 -0.924
C 0.926499 -4.447347 1.338706 0.08 0.07 -0.09 -0.879
S 1.627286 -3.472203 -0.027533 -0.04 -0.04 0.02 0.179
C 0.946669 -4.335915 -1.468571 0.03 0.05 0.14 -0.875
C -0.574590 -4.378568 -1.581736 -0.06 0.17 -0.02 -0.886
S -1.368122 -2.748148 -1.447243 0.02 -0.09 0.01 -0.055
C -2.652784 -3.095079 -0.229692 0.09 0.06 -0.05 -0.051
C -2.203743 -3.481807 1.179079 0.02 0.16 0.06 -1.206
S -0.961724 -2.393310 1.948001 0.08 -0.07 -0.13 0.121
H 1.040237 -3.011563 2.959428 0.02 -0.03 0.01 0.398
H -0.154043 -4.291110 3.182407 0.10 -0.02 0.05 0.412
H 0.195153 -5.131949 0.911623 0.00 -0.03 0.01 0.346
H 1.723532 -5.056187 1.770145 -0.05 -0.04 0.04 0.506
H 1.345167 -5.352848 -1.490861 -0.01 -0.01 -0.09 0.425
H 1.368628 -3.792186 -2.315219 0.02 -0.01 0.00 0.386
H -1.005018 -5.020367 -0.813221 0.01 -0.04 -0.01 0.338
H -0.834355 -4.813770 -2.548866 0.02 -0.08 0.02 0.508
H -3.309299 -3.877032 -0.619288 -0.05 0.01 0.03 0.529
H -3.214365 -2.162400 -0.190318 -0.02 -0.06 0.00 -0.348
H -1.802605 -4.495775 1.200450 -0.03 -0.01 0.00 0.511
H -3.086859 -3.466527 1.820293 -0.03 -0.07 -0.02 0.557
C 1.274823 4.088314 -3.726685 -0.04 -0.04 0.02 -0.561
C -0.091329 4.011852 -3.970794 0.04 0.00 -0.02 -0.578
C -0.898290 3.186825 -3.205626 -0.09 -0.12 0.02 -0.446
C -0.349277 2.417123 -2.181106 0.17 0.23 -0.31 -0.769
C 1.019113 2.507342 -1.931107 -0.10 -0.09 0.07 0.682
C 1.824266 3.330551 -2.700855 0.06 0.01 -0.04 -0.407
N -1.134148 1.650556 -1.282877 -0.29 -0.14 -0.17 0.878
N -2.248461 1.306576 -1.714637 0.01 0.66 -0.21 -0.594
C -3.159991 0.750930 -0.778209 -0.48 -0.74 0.33 0.592
C -4.492134 0.824072 -1.219740 0.18 0.25 -0.18 -0.403
C -5.511348 0.335869 -0.428815 -0.11 -0.04 0.06 -0.614
C -5.199440 -0.197168 0.821445 0.08 0.02 0.00 -0.415
C -3.874634 -0.231466 1.245987 -0.17 -0.10 -0.20 -0.571
C -2.788128 0.158720 0.445532 0.10 0.33 -0.08 -0.438
H 1.901457 4.742158 -4.319675 0.00 0.01 0.00 0.396
H -0.533365 4.612537 -4.756327 0.00 -0.01 0.00 0.350
H -1.965012 3.127281 -3.374072 0.01 0.02 0.00 0.454
H 1.454940 1.923665 -1.127610 -0.01 0.04 0.03 0.026
H 2.885986 3.389131 -2.489916 0.00 -0.01 0.01 0.380
H -4.714779 1.318827 -2.160989 0.02 -0.13 -0.05 0.382
H -6.538932 0.386995 -0.769275 0.00 0.00 0.01 0.340
H -5.992702 -0.594612 1.448956 -0.01 0.08 0.04 0.369
H -3.677080 -0.617667 2.247006 -0.02 -0.07 -0.01 0.339
Cl 1.073809 -0.803596 -2.812183 0.02 -0.08 0.01 -0.076
C 2.684720 -0.154615 -3.108985 -0.09 0.03 0.03 0.677
Cl 3.730287 -1.301678 -3.976843 0.02 0.00 0.00 -0.214
H 3.148556 0.051979 -2.152029 0.02 0.00 0.01 -0.755
H 2.587213 0.743136 -3.707554 0.02 -0.02 -0.02 0.303